A cluster of 11 separate species, C29H56IO45PS11 in total at a distorted geometry. Source: OMol25; level of theory: the ωB97M-V functional and the def2-TZVPD basis.

Geometry as XYZ:
```
143
Properties=species:S:1:pos:R:3:mulliken_charge:R:1
C -6.07 8.02 2.88 -1.147
C -5.80 6.82 1.94 0.789
O -5.63 7.01 0.79 -0.487
O -5.74 5.62 2.56 -0.349
C -5.97 4.52 1.68 -1.012
C -4.63 3.79 1.37 0.656
C -4.42 2.73 2.49 -0.813
C -3.01 2.04 2.45 -1.012
I -1.85 2.65 4.19 0.088
C -2.22 2.21 1.12 -0.435
P -1.23 0.68 0.63 0.122
C 0.00 1.25 -0.64 -0.953
C -0.41 -0.11 2.10 -0.375
S -3.25 2.67 -0.33 1.241
O -2.71 3.81 -1.01 -0.713
O -3.33 1.54 -1.21 -0.561
O -4.78 3.02 0.14 -0.505
H -5.40 7.86 3.76 0.372
H -5.75 8.96 2.42 0.298
H -7.10 8.03 3.27 0.305
H -6.57 3.79 2.26 0.472
H -6.55 4.75 0.78 0.403
H -3.77 4.48 1.29 0.315
H -4.53 3.19 3.49 0.376
H -5.19 1.94 2.41 0.316
H -3.19 0.95 2.56 0.506
H -1.49 3.04 1.26 0.601
H -0.56 1.38 -1.58 0.426
H 0.82 0.53 -0.80 0.361
H 0.46 2.23 -0.41 0.254
H -1.07 -0.91 2.49 0.569
H 0.54 -0.60 1.82 -0.065
H -0.18 0.57 2.94 0.119
O 0.80 -4.23 -0.24 -0.565
S 0.16 -3.13 -0.87 0.840
O 0.36 -1.79 -0.45 -0.188
O -1.42 -3.43 -0.91 -0.403
C -1.88 -3.39 -2.27 -0.006
C -0.68 -3.81 -3.10 -0.272
O 0.44 -3.20 -2.45 -0.372
H -2.19 -2.37 -2.50 0.059
H -2.72 -4.06 -2.40 0.405
H -0.76 -3.47 -4.13 0.502
H -0.54 -4.89 -3.08 -0.001
O -1.34 -7.40 -6.05 -0.586
S -0.12 -6.74 -5.76 1.157
O 0.14 -5.40 -6.16 -0.543
O 1.09 -7.67 -6.25 -0.325
C 1.95 -7.98 -5.15 -0.298
C 1.05 -7.93 -3.93 0.000
O 0.15 -6.85 -4.17 -0.292
H 2.72 -7.21 -5.09 0.254
H 2.42 -8.95 -5.28 0.306
H 1.61 -7.77 -3.01 0.079
H 0.46 -8.85 -3.84 0.262
O -10.24 10.44 -1.87 -0.535
S -9.03 11.09 -1.53 1.099
O -8.76 12.44 -1.89 -0.528
O -7.80 10.17 -2.03 -0.325
C -6.97 9.83 -0.91 -0.246
C -7.89 9.83 0.29 -0.139
O -8.79 10.93 0.06 -0.344
H -6.19 10.60 -0.82 0.310
H -6.50 8.86 -1.07 0.261
H -7.36 9.97 1.22 0.144
H -8.48 8.92 0.33 0.261
O 3.99 -8.66 -2.23 -0.534
S 4.45 -7.64 -1.34 1.131
O 5.09 -6.46 -1.79 -0.547
O 5.37 -8.33 -0.22 -0.311
C 4.83 -8.08 1.08 -0.385
C 3.34 -7.93 0.86 -0.351
O 3.23 -7.23 -0.38 -0.243
H 5.27 -7.15 1.46 0.297
H 5.06 -8.89 1.76 0.311
H 2.85 -7.37 1.66 0.329
H 2.85 -8.90 0.75 0.287
O 2.72 1.52 1.36 -0.207
S 3.61 2.48 0.86 1.110
O 4.03 3.61 1.61 -0.673
O 3.06 3.00 -0.57 -0.340
C 4.04 2.76 -1.59 -0.396
C 4.82 1.55 -1.10 -0.300
O 4.93 1.73 0.31 -0.329
H 4.68 3.64 -1.66 0.269
H 3.56 2.58 -2.55 0.334
H 5.80 1.48 -1.56 0.345
H 4.27 0.62 -1.29 0.252
O 2.97 -1.74 2.24 -0.564
S 3.40 -0.71 3.12 0.984
O 4.01 0.47 2.66 -0.490
O 4.33 -1.38 4.26 -0.337
C 3.78 -1.12 5.55 -0.382
C 2.29 -0.99 5.32 -0.432
O 2.17 -0.31 4.07 -0.189
H 4.21 -0.18 5.92 0.293
H 4.02 -1.93 6.24 0.307
H 1.80 -0.44 6.12 0.474
H 1.82 -1.97 5.22 0.255
O 4.64 9.95 -0.35 -0.533
S 5.11 8.73 0.20 1.091
O 6.49 8.44 0.34 -0.540
O 4.40 7.52 -0.58 -0.321
C 3.68 6.70 0.35 -0.065
C 3.28 7.63 1.47 -0.297
O 4.40 8.50 1.63 -0.331
H 4.35 5.91 0.71 0.083
H 2.82 6.24 -0.13 0.291
H 3.07 7.10 2.40 0.307
H 2.41 8.24 1.20 0.307
O -5.88 -2.65 -4.83 -0.581
S -4.53 -2.25 -4.94 1.016
O -3.45 -3.17 -4.81 -0.442
O -4.28 -1.02 -3.94 -0.241
C -3.81 0.12 -4.67 -0.152
C -4.40 -0.04 -6.05 -0.397
O -4.34 -1.44 -6.32 -0.329
H -2.72 0.08 -4.70 0.207
H -4.12 1.04 -4.18 0.278
H -3.85 0.52 -6.81 0.325
H -5.45 0.27 -6.07 0.305
O 6.83 -8.66 -7.20 -0.576
S 6.17 -7.91 -6.20 0.972
O 4.76 -7.94 -6.03 -0.350
O 6.64 -6.38 -6.33 -0.340
C 7.23 -5.95 -5.10 -0.270
C 7.81 -7.20 -4.48 -0.336
O 6.86 -8.23 -4.78 -0.293
H 6.44 -5.53 -4.47 0.228
H 7.98 -5.19 -5.28 0.315
H 7.95 -7.11 -3.41 0.323
H 8.76 -7.47 -4.95 0.301
O 1.89 -3.35 8.54 -0.563
S 0.95 -2.29 8.42 1.124
O 1.30 -1.04 7.84 -0.540
O 0.30 -2.03 9.87 -0.305
C -1.13 -2.18 9.79 -0.371
C -1.35 -3.18 8.67 -0.329
O -0.36 -2.84 7.69 -0.265
H -1.56 -1.21 9.55 0.281
H -1.52 -2.53 10.74 0.307
H -2.35 -3.11 8.24 0.310
H -1.16 -4.20 9.00 0.297
```

Computed properties:
E_HOMO (eV): -7.7
SMILES: CC(=O)OC[C@H]1C[C@H](I)[C@@H](P(C)C)S(=O)(=O)O1.O=S1(=O)OCCO1.O=S1(=O)OCCO1.O=S1(=O)OCCO1.O=S1(=O)OCCO1.O=S1(=O)OCCO1.O=S1(=O)OCCO1.O=S1(=O)OCCO1.O=S1(=O)OCCO1.O=S1(=O)OCCO1.O=S1(=O)OCCO1
Gap between HOMO and LUMO (eV): 7.4484
E_tot (eV): -259684.2187

---

A structure of composition C29H56N5O4PS2Si4TeTl. Source: OMol25; level of theory: the ωB97M-V functional and the def2-TZVPD basis.

Geometry as XYZ:
```
103
Properties=species:S:1:pos:R:3:mulliken_charge:R:1
Tl 0.93 1.06 -0.62 0.906
C -1.78 1.12 4.79 -0.820
S -2.64 2.18 3.60 -0.003
C -1.75 1.90 2.10 -0.039
S -1.23 0.24 1.64 -0.526
N -1.50 2.99 1.49 -0.943
N -0.74 3.01 0.34 0.729
C -0.72 4.18 -0.17 -0.807
C 0.08 4.51 -1.36 0.700
C 0.09 5.82 -1.83 -0.718
C 0.86 6.13 -2.94 -0.459
C 1.59 5.13 -3.54 -0.656
C 1.52 3.85 -3.01 -0.497
N 0.78 3.54 -1.95 0.135
H -2.51 0.84 5.55 0.373
H -0.96 1.66 5.25 0.322
H -1.42 0.22 4.30 0.175
H -1.29 4.98 0.30 0.392
H -0.50 6.58 -1.32 0.449
H 0.89 7.15 -3.32 0.452
H 2.21 5.33 -4.41 0.437
H 2.08 3.03 -3.46 0.518
N 5.27 -5.32 0.00 -0.332
C 3.99 -5.20 0.41 -0.020
O 3.44 -6.01 1.14 -0.612
C 3.25 -3.99 -0.08 0.388
C 2.34 -3.38 0.77 -0.444
C 1.61 -2.31 0.30 0.399
N 1.72 -1.83 -0.94 0.183
C 2.60 -2.41 -1.75 -1.188
C 3.39 -3.49 -1.37 -0.293
H 5.80 -6.13 0.30 0.238
H 5.74 -4.60 -0.52 0.182
H 2.21 -3.75 1.78 0.609
H 0.90 -1.80 0.94 -0.200
H 2.67 -2.01 -2.76 0.440
H 4.07 -3.94 -2.08 0.554
C 6.85 -0.26 -0.49 -0.798
C 6.78 1.24 -0.73 -0.327
O 5.81 1.87 0.12 -0.399
P 4.23 1.64 -0.20 -0.401
O 3.79 0.46 0.81 0.423
C 4.14 0.48 2.22 -0.260
C 3.55 -0.75 2.86 -0.928
O 3.64 2.89 0.66 -0.028
C 3.91 4.22 0.20 -0.300
C 3.05 5.18 1.00 -1.065
H 7.61 -0.70 -1.14 0.434
H 5.90 -0.74 -0.71 0.063
H 7.12 -0.48 0.54 0.262
H 6.55 1.46 -1.77 0.318
H 7.73 1.71 -0.48 0.319
H 3.74 1.39 2.66 0.253
H 5.23 0.50 2.31 0.385
H 2.47 -0.77 2.74 0.038
H 3.78 -0.76 3.93 0.501
H 3.97 -1.66 2.41 0.221
H 3.69 4.30 -0.87 0.284
H 4.97 4.44 0.34 0.335
H 1.99 4.93 0.87 0.091
H 3.21 6.20 0.66 0.381
H 3.29 5.12 2.06 0.345
C -6.33 -1.43 0.99 -0.957
Si -4.95 -0.30 1.57 0.614
C -4.73 -0.72 3.38 -0.575
C -5.37 1.47 1.10 -0.937
Si -2.88 -0.85 0.52 0.216
Te -2.20 0.19 -1.67 -0.318
Si -2.19 -3.12 0.66 0.503
C -3.76 -4.14 0.64 -1.103
C -1.33 -3.39 2.31 -0.902
C -1.16 -3.58 -0.83 -0.872
Si -3.91 -0.52 -3.40 0.293
C -3.23 -1.98 -4.35 -0.974
C -5.48 -0.98 -2.51 -0.801
C -4.16 0.96 -4.50 -1.047
H -7.26 -1.12 1.47 0.375
H -6.15 -2.47 1.29 0.241
H -6.51 -1.42 -0.09 0.274
H -5.66 -0.53 3.92 0.404
H -3.94 -0.16 3.86 -0.174
H -4.50 -1.79 3.47 0.270
H -6.30 1.78 1.57 0.414
H -5.49 1.54 0.02 0.221
H -4.59 2.17 1.39 0.238
H -4.46 -3.87 1.44 0.238
H -3.49 -5.19 0.78 0.423
H -4.29 -4.07 -0.32 0.321
H -2.07 -3.37 3.12 0.330
H -0.58 -2.63 2.53 0.145
H -0.85 -4.37 2.33 0.417
H -1.78 -4.13 -1.54 0.458
H -0.33 -4.24 -0.55 0.304
H -0.74 -2.72 -1.35 0.114
H -3.15 -2.86 -3.71 0.244
H -2.24 -1.76 -4.76 0.309
H -3.89 -2.22 -5.19 0.359
H -5.35 -1.88 -1.90 0.116
H -6.27 -1.18 -3.23 0.491
H -5.81 -0.16 -1.86 0.187
H -3.24 1.22 -5.03 0.303
H -4.47 1.83 -3.92 0.309
H -4.93 0.76 -5.25 0.361
```

Computed properties:
E_HOMO (eV): -10.0
Net charge: +1
Gap between HOMO and LUMO (eV): 7.0248
E_tot (eV): -121079.7687

---

A cluster of 8 separate species, C29H57Br15O6S in total. Source: OMol25; level of theory: the ωB97M-V functional and the def2-TZVPD basis.

Geometry as XYZ:
```
108
Properties=species:S:1:pos:R:3:mulliken_charge:R:1
C 1.37 -1.82 -3.74 -0.038
O 2.42 -1.74 -2.81 -0.387
C 3.32 -0.66 -2.93 -0.846
C 3.00 0.50 -1.99 -0.819
C 1.59 1.09 -2.14 1.925
C 1.56 2.60 -2.42 -0.663
C 0.38 3.39 -1.82 -0.982
C -1.04 2.96 -2.24 1.928
C -1.26 3.05 -3.75 -2.754
C -1.00 1.74 -4.54 1.486
C 0.22 1.77 -5.49 -1.089
Br -2.61 1.30 -5.58 -0.094
O -2.00 3.94 -1.67 -0.443
S -2.28 3.65 -0.15 1.242
O -3.68 3.75 0.04 -0.672
O -1.39 4.36 0.71 -0.594
O -1.84 2.13 -0.20 -0.334
C -1.60 1.69 -1.58 0.695
C -2.91 1.15 -2.20 -0.518
C -2.90 -0.38 -2.48 0.044
C -4.10 -1.11 -1.81 -0.592
C -3.73 -2.05 -0.66 0.144
O -3.88 -1.43 0.63 -0.545
H 1.26 -2.86 -4.05 0.297
H 1.57 -1.20 -4.63 0.255
H 0.41 -1.50 -3.30 -0.353
H 3.37 -0.31 -3.98 0.388
H 4.32 -1.05 -2.68 0.407
H 3.77 1.28 -2.15 0.373
H 3.13 0.15 -0.96 0.239
H 1.04 0.91 -1.21 0.243
H 1.05 0.55 -2.95 -1.412
H 2.47 3.04 -1.98 0.785
H 1.63 2.81 -3.50 -0.006
H 0.46 4.43 -2.18 0.018
H 0.48 3.43 -0.73 0.033
H -0.64 3.86 -4.14 0.630
H -2.30 3.36 -3.89 0.684
H -0.90 0.90 -3.84 -0.643
H 0.69 2.76 -5.51 0.329
H 0.99 1.06 -5.15 0.138
H -0.05 1.50 -6.51 0.431
H -0.89 0.88 -1.50 -0.127
H -3.18 1.71 -3.10 0.394
H -3.71 1.36 -1.47 -0.122
H -1.96 -0.82 -2.12 -0.122
H -2.93 -0.56 -3.57 0.323
H -4.67 -1.67 -2.57 0.451
H -4.81 -0.38 -1.39 -0.143
H -2.69 -2.41 -0.77 -0.329
H -4.40 -2.91 -0.64 0.297
H -3.37 -0.62 0.64 0.273
Br -0.65 -2.14 1.20 -0.005
C 1.03 -2.39 2.14 -0.484
C 0.95 -1.91 3.57 -0.408
Br 0.98 0.04 3.68 -0.103
H 1.79 -1.86 1.57 0.330
H 1.22 -3.46 2.12 0.249
H 1.81 -2.25 4.13 0.195
H 0.04 -2.23 4.06 0.382
Br -1.31 7.02 -2.50 -0.125
C -0.37 8.19 -1.26 -0.589
C 1.10 8.31 -1.60 -0.583
Br 2.07 6.69 -1.14 -0.107
H -0.52 7.77 -0.27 0.355
H -0.86 9.16 -1.33 0.364
H 1.56 9.10 -1.02 0.362
H 1.26 8.48 -2.66 0.346
Br -7.47 1.98 2.90 -0.148
C -6.15 1.85 1.48 -0.354
C -6.78 1.79 0.12 -0.335
Br -7.60 0.06 -0.24 -0.159
H -5.56 0.96 1.69 0.255
H -5.53 2.74 1.56 0.255
H -6.02 1.92 -0.65 -0.027
H -7.56 2.53 -0.02 0.503
Br -1.38 -4.15 -2.47 -0.006
C -2.06 -5.96 -2.28 -0.628
C -2.57 -6.24 -0.89 -0.457
Br -1.13 -6.50 0.40 -0.111
H -1.26 -6.63 -2.57 0.380
H -2.88 -6.04 -2.99 0.349
H -3.14 -7.16 -0.88 0.373
H -3.18 -5.43 -0.50 0.182
Br 3.70 2.59 0.85 -0.135
C 2.58 2.81 2.42 -0.140
C 2.09 4.23 2.55 -0.389
Br 3.49 5.44 3.13 -0.162
H 3.18 2.51 3.27 0.559
H 1.75 2.13 2.29 -0.281
H 1.30 4.29 3.30 0.438
H 1.71 4.62 1.61 0.034
Br 0.90 -5.77 4.22 -0.175
C 2.58 -6.09 5.15 -0.711
C 2.51 -5.67 6.60 -0.309
Br 2.55 -3.74 6.81 -0.143
H 3.34 -5.55 4.60 0.373
H 2.76 -7.16 5.07 0.423
H 3.38 -6.05 7.13 0.059
H 1.61 -6.02 7.08 0.456
Br 5.60 -5.83 9.11 -0.133
C 7.01 -5.50 7.81 -0.563
C 6.46 -5.38 6.41 -0.497
Br 5.90 -7.09 5.68 -0.124
H 7.72 -6.32 7.91 0.376
H 7.48 -4.57 8.11 0.353
H 7.22 -5.00 5.74 0.407
H 5.59 -4.73 6.38 0.214
```

Computed properties:
E_HOMO (eV): -9.7
SMILES: COCCCCC[C@]1(C[C@H](C)Br)OS(=O)(=O)O[C@H]1CCCCO.BrCCBr.BrCCBr.BrCCBr.BrCCBr.BrCCBr.BrCCBr.BrCCBr
Gap between HOMO and LUMO (eV): 9.9914
E_tot (eV): -1104755.3208

---

The ion C29H57N2S2 with charge +1 at a distorted geometry. Source: OMol25; level of theory: the ωB97M-V functional and the def2-TZVPD basis.

Geometry as XYZ:
```
90
Properties=species:S:1:pos:R:3:mulliken_charge:R:1
C 10.58 -0.25 3.38 -0.686
C 10.00 0.58 2.53 -0.507
C 9.69 0.14 1.13 -0.631
C 8.18 -0.09 0.97 -0.331
S 7.27 1.05 -0.17 -0.122
C 5.89 0.00 0.01 0.155
C 4.46 0.36 -0.09 -0.581
C 4.22 1.78 -0.64 -0.824
C 2.75 1.84 -1.09 -0.804
C 2.18 3.28 -1.15 -0.868
C 0.91 3.40 -0.30 -0.826
C -0.20 2.44 -0.69 -0.428
C -1.39 2.53 0.29 -0.909
C -2.56 3.32 -0.32 -0.569
C -3.71 3.47 0.69 -1.021
C -5.08 3.19 0.00 -1.255
C -5.58 1.78 0.39 -0.412
C -6.65 1.81 1.50 -0.662
C -6.56 0.66 2.51 -0.964
C -6.40 -0.74 1.89 -0.769
C -7.71 -1.56 1.86 -0.523
C -8.50 -1.30 0.56 -0.265
C -9.37 -2.47 0.12 -0.890
C -8.60 -3.69 -0.39 -0.865
C -7.64 -3.40 -1.55 -0.296
C -8.39 -2.97 -2.84 -1.131
N 6.28 -1.23 0.29 -0.018
S 5.16 -2.49 0.62 -0.109
C 7.76 -1.39 0.30 -0.426
C 8.44 -1.64 -1.07 -0.755
C 7.57 -1.61 -2.33 -0.916
C 6.54 -2.77 -2.44 -0.639
N 6.91 -3.95 -1.64 -0.523
H 11.39 -0.91 3.09 0.287
H 10.26 -0.22 4.42 0.263
H 9.76 1.61 2.79 0.411
H 10.03 0.85 0.36 0.478
H 10.19 -0.80 0.93 0.344
H 7.74 -0.04 1.96 0.739
H 3.93 0.17 0.83 0.477
H 4.03 -0.32 -0.84 0.502
H 4.41 2.50 0.15 0.402
H 4.88 1.93 -1.50 0.490
H 2.21 1.27 -0.33 0.344
H 2.61 1.28 -2.01 0.378
H 1.92 3.49 -2.19 0.407
H 2.97 3.97 -0.85 0.442
H 0.54 4.42 -0.43 0.401
H 1.17 3.29 0.76 0.313
H -0.55 2.62 -1.71 0.323
H 0.13 1.40 -0.67 0.400
H -1.07 2.92 1.25 0.434
H -1.75 1.51 0.47 0.256
H -2.19 4.29 -0.65 0.293
H -2.87 2.76 -1.20 0.377
H -3.59 2.79 1.53 0.496
H -3.73 4.48 1.11 0.512
H -4.98 3.21 -1.08 0.505
H -5.80 3.95 0.27 0.531
H -6.03 1.34 -0.50 0.245
H -4.76 1.12 0.69 0.394
H -7.64 1.89 1.04 0.279
H -6.50 2.74 2.06 0.529
H -5.74 0.88 3.20 0.391
H -7.48 0.67 3.09 0.363
H -5.69 -1.29 2.50 0.395
H -5.98 -0.73 0.89 0.364
H -7.41 -2.61 1.86 0.240
H -8.29 -1.33 2.75 0.411
H -9.16 -0.44 0.71 0.293
H -7.79 -1.01 -0.22 0.121
H -9.99 -2.80 0.96 0.317
H -10.06 -2.13 -0.66 0.384
H -9.35 -4.40 -0.76 0.396
H -8.07 -4.19 0.41 0.356
H -6.94 -2.64 -1.22 0.145
H -7.07 -4.30 -1.80 0.413
H -8.27 -3.73 -3.60 0.351
H -9.44 -2.82 -2.62 0.310
H -7.95 -2.05 -3.22 0.271
H 4.75 -2.12 1.85 0.205
H 7.95 -2.28 0.90 0.550
H 9.20 -0.87 -1.20 0.563
H 8.98 -2.58 -1.04 0.471
H 8.25 -1.72 -3.17 0.548
H 7.05 -0.67 -2.49 0.176
H 6.44 -3.05 -3.49 0.421
H 5.56 -2.38 -2.16 0.223
H 6.07 -4.37 -1.26 0.190
H 7.25 -4.66 -2.28 0.249
```

Computed properties:
E_HOMO (eV): -11.6
Net charge: +1
Gap between HOMO and LUMO (eV): 7.6210
E_tot (eV): -55639.8932

---

Q: Among the records above, which one has the lowest gap between HOMO and LUMO?
A: C29H56N5O4PS2Si4TeTl

---

Q: What is the formula in the fourth record?
A: C29H57N2S2

---

Q: The lowest E_HOMO belongs to which entry?
A: C29H57N2S2

---

Q: Which of these has the lowest gap between HOMO and LUMO?
A: C29H56N5O4PS2Si4TeTl